DFT (wB97M-V/def2-TZVPD) results for C4H7IS in the gas phase in a non-equilibrium geometry.

Atoms and positions in Å:
C: -0.96566 0.96823 1.77243
C: -0.20560 0.06367 1.26129
C: 0.48041 0.14449 -0.15857
S: 2.29496 -0.19904 -0.03666
C: -0.09125 -0.77537 -1.39727
I: -2.11454 -0.49520 -2.17958
H: -1.39048 0.78184 2.75334
H: -1.47842 1.76587 1.32315
H: 0.12183 -0.81236 1.79735
H: 0.29734 1.18519 -0.52919
H: 2.75657 -0.02529 -1.27631
H: 0.61897 -0.73022 -2.13219
H: -0.32412 -1.87182 -1.19780

## Properties
Highest occupied orbital energy, eV: -9.4
Charge: 0
E_LUMO, eV: 0.3478
Gap between HOMO and LUMO, eV: 9.7
SMILES: C=C[C@@H](S)CI
Total energy, Eh: -852.42330

Atomic charges from the Löwdin analysis, expressed in e, are listed below:
1. C 0.001
2. C -0.218
3. C -0.670
4. S 0.721
5. C -0.644
6. I 0.665
7. H 0.066
8. H 0.053
9. H 0.092
10. H 0.092
11. H -0.153
12. H -0.031
13. H 0.024